{"formula": "C33H32FN2", "method": "ωB97M-V/def2-TZVPD", "species": ["C", "C", "C", "C", "C", "C", "C", "C", "C", "C", "C", "H", "H", "H", "H", "H", "H", "H", "H", "H", "H", "H", "F", "C", "C", "C", "C", "C", "C", "C", "C", "C", "C", "C", "C", "C", "C", "C", "C", "C", "N", "C", "C", "C", "N", "C", "C", "H", "H", "H", "H", "H", "H", "H", "H", "H", "H", "H", "H", "H", "H", "H", "H", "H", "H", "H", "H", "H"], "coordinates": [[2.179, 2.605, 3.112], [2.490, 1.344, 4.002], [1.156, 0.681, 4.139], [0.195, 1.304, 3.354], [0.727, 2.470, 2.745], [-0.036, 3.537, 2.192], [-1.454, 3.454, 2.111], [-2.208, 4.568, 1.750], [-1.581, 5.772, 1.403], [-0.182, 5.873, 1.455], [0.585, 4.775, 1.835], [2.408, 3.520, 3.680], [2.827, 2.660, 2.222], [3.234, 0.697, 3.501], [2.938, 1.634, 4.962], [0.981, -0.169, 4.797], [-0.840, 0.958, 3.233], [-1.939, 2.508, 2.359], [-3.295, 4.496, 1.742], [-2.173, 6.615, 1.040], [0.312, 6.812, 1.199], [1.677, 4.853, 1.875], [-1.808, -0.962, 0.990], [-1.050, -1.453, -0.114], [-0.880, -2.971, 0.069], [-1.587, -3.704, 1.031], [-1.378, -5.084, 1.136], [-0.482, -5.733, 0.279], [0.267, -4.992, -0.635], [0.059, -3.616, -0.739], [-1.814, -1.095, -1.397], [-2.351, -2.092, -2.218], [-2.910, -1.753, -3.461], [-3.053, -0.417, -3.820], [-2.643, 0.583, -2.934], [-2.050, 0.251, -1.713], [0.355, -0.778, 0.030], [1.144, -1.303, 1.256], [2.604, -1.451, 0.821], [2.658, -1.082, -0.664], [1.252, -1.031, -1.122], [1.041, -0.393, -2.368], [1.086, 1.006, -2.425], [0.700, 1.620, -3.621], [0.356, 0.919, -4.694], [0.436, -0.409, -4.688], [0.844, -1.125, -3.553], [-2.297, -3.197, 1.689], [-1.918, -5.658, 1.889], [-0.346, -6.814, 0.331], [1.019, -5.449, -1.280], [0.639, -3.032, -1.450], [-2.313, -3.141, -1.909], [-3.239, -2.546, -4.137], [-3.510, -0.151, -4.776], [-2.785, 1.631, -3.196], [-1.760, 1.038, -1.010], [0.198, 0.317, 0.150], [1.034, -0.596, 2.092], [0.747, -2.265, 1.614], [3.265, -0.791, 1.394], [2.965, -2.474, 0.976], [3.157, -0.105, -0.817], [3.194, -1.822, -1.272], [1.375, 1.595, -1.555], [0.659, 2.710, -3.692], [0.163, -0.942, -5.606], [0.957, -2.213, -3.591]], "forces_ev_per_angstrom": [[0.57, -0.78, 0.26], [-0.11, 0.66, -0.68], [-0.30, 1.02, -0.92], [0.27, -0.81, 0.48], [0.20, 0.57, 1.28], [-0.42, 0.68, -0.64], [0.21, 0.18, 0.07], [0.08, -0.24, 0.01], [0.31, -0.44, -0.06], [0.21, -0.26, 0.02], [-0.17, -0.20, 0.10], [-0.40, -0.20, -0.20], [-0.26, -0.11, 0.15], [-0.40, -0.02, 0.29], [-0.21, -0.16, -0.11], [-0.05, 0.11, -0.25], [0.59, 0.15, 0.19], [0.00, 0.43, -0.11], [0.28, 0.00, -0.10], [0.15, -0.21, 0.30], [-0.18, -0.33, 0.04], [-0.50, 0.07, -0.03], [0.35, 0.08, -0.19], [0.04, -0.71, 0.02], [-0.13, 0.17, 0.04], [0.16, 0.09, -0.23], [0.09, 0.03, -0.23], [0.12, 0.04, 0.14], [-0.23, 0.32, 0.08], [-0.02, -0.51, -0.12], [-0.33, -0.03, 0.49], [0.24, 0.13, -0.43], [-0.08, -0.08, 0.38], [0.09, -0.03, 0.09], [-0.03, -0.02, 0.33], [0.06, -0.19, -0.46], [0.26, 0.41, -0.45], [-0.44, 0.06, 0.30], [0.36, -0.11, -0.07], [-0.31, 0.21, -0.45], [0.46, -0.52, 1.06], [0.28, 0.49, -0.37], [-0.46, -0.12, -0.68], [0.36, -0.47, 0.57], [-0.27, 0.29, -0.60], [0.46, -0.14, 0.66], [-0.32, 0.43, 0.23], [0.24, -0.20, -0.24], [0.08, 0.15, -0.25], [-0.06, 0.29, 0.11], [-0.32, -0.06, 0.21], [-0.30, -0.33, 0.23], [0.16, 0.42, -0.23], [0.00, 0.28, 0.27], [0.22, -0.07, 0.30], [0.01, -0.25, 0.06], [0.04, -0.24, -0.31], [-0.21, -0.25, -0.02], [0.08, -0.37, -0.46], [0.09, 0.40, -0.23], [-0.05, -0.13, -0.08], [-0.13, 0.19, 0.01], [-0.14, -0.24, 0.03], [0.00, 0.18, 0.18], [-0.21, -0.15, -0.14], [0.01, -0.28, -0.12], [0.14, 0.30, 0.30], [-0.25, 0.43, 0.18]], "e_homo_ev": -10.75, "orbital_gap_ev": 5.0214, "lumo_energy_ev": -5.73, "charge": 1}

=====

{"formula": "C30H53Br3Cl4CuNO10", "method": "ωB97M-V/def2-TZVPD", "species": ["Cu", "C", "C", "C", "C", "N", "C", "C", "C", "C", "C", "H", "H", "H", "H", "H", "H", "H", "H", "H", "H", "H", "H", "H", "H", "H", "H", "H", "H", "H", "H", "O", "C", "C", "O", "H", "H", "H", "H", "O", "C", "O", "C", "C", "C", "H", "H", "H", "H", "H", "H", "O", "C", "O", "C", "C", "C", "H", "H", "H", "H", "H", "H", "O", "C", "O", "C", "C", "C", "H", "H", "H", "H", "H", "H", "O", "C", "O", "C", "C", "C", "H", "H", "H", "H", "H", "H", "C", "Cl", "Cl", "H", "H", "C", "Cl", "Cl", "H", "H", "C", "Br", "Br", "Br", "H"], "coordinates": [[2.874, -1.791, 1.361], [-4.422, 4.872, 1.700], [-4.579, 3.411, 1.864], [-3.339, 2.779, 2.457], [-3.485, 1.261, 2.465], [-2.473, 0.472, 3.290], [-2.416, 0.706, 4.840], [-2.260, -0.720, 5.498], [-1.980, -1.721, 4.347], [-2.748, -1.111, 3.137], [-1.026, 0.851, 2.716], [-3.783, 5.081, 0.842], [-3.939, 5.290, 2.583], [-5.350, 5.420, 1.543], [-4.843, 3.025, 0.879], [-5.451, 3.192, 2.480], [-3.216, 3.213, 3.449], [-2.412, 3.027, 1.940], [-3.434, 0.725, 1.517], [-4.348, 0.935, 3.045], [-1.585, 1.344, 5.140], [-3.418, 1.077, 5.060], [-1.472, -0.615, 6.244], [-3.208, -0.911, 6.001], [-0.913, -1.731, 4.121], [-2.140, -2.783, 4.536], [-2.513, -1.518, 2.154], [-3.813, -1.281, 3.293], [-0.817, 1.872, 3.034], [-1.033, 0.763, 1.630], [-0.176, 0.221, 2.978], [3.116, -0.925, -0.686], [1.823, -0.841, -1.239], [0.500, -1.205, -0.364], [0.692, -1.580, 1.022], [1.863, -1.338, -2.209], [1.857, 0.216, -1.503], [-0.121, -1.939, -0.877], [-0.027, -0.252, -0.417], [-3.439, -0.409, -3.154], [-3.171, -1.358, -2.429], [-3.158, -1.252, -1.126], [-2.983, -2.489, -0.472], [-3.428, -3.466, -1.652], [-2.912, -2.781, -2.880], [-3.560, -2.697, 0.429], [-1.983, -2.661, -0.075], [-4.506, -3.623, -1.641], [-2.970, -4.454, -1.615], [-3.408, -3.051, -3.812], [-1.835, -2.800, -3.050], [0.001, 3.069, 0.532], [-0.846, 3.364, -0.352], [-1.431, 4.537, -0.501], [-2.380, 4.526, -1.562], [-2.749, 3.027, -1.742], [-1.447, 2.322, -1.352], [-2.056, 5.000, -2.488], [-3.352, 4.979, -1.363], [-2.995, 2.793, -2.778], [-3.593, 2.673, -1.150], [-0.830, 2.196, -2.242], [-1.640, 1.415, -0.780], [7.775, -1.253, -3.288], [6.884, -1.998, -3.464], [6.596, -2.407, -4.727], [5.550, -3.410, -4.764], [5.183, -3.622, -3.275], [5.919, -2.529, -2.482], [5.904, -4.366, -5.148], [4.726, -2.974, -5.329], [5.291, -4.628, -2.869], [4.106, -3.476, -3.185], [6.558, -2.895, -1.678], [5.214, -1.867, -1.980], [3.352, 0.124, 2.427], [3.067, 1.306, 2.255], [2.399, 2.012, 3.200], [2.280, 3.428, 2.818], [3.291, 3.609, 1.691], [3.355, 2.228, 1.007], [2.713, 4.117, 3.544], [1.266, 3.717, 2.542], [4.293, 3.857, 2.041], [3.025, 4.352, 0.939], [4.290, 2.103, 0.461], [2.490, 2.063, 0.364], [-0.487, -5.107, 2.043], [1.103, -5.758, 2.557], [-1.282, -6.492, 1.140], [-1.084, -4.850, 2.919], [-0.474, -4.218, 1.412], [1.535, -2.723, -5.107], [1.967, -2.589, -6.849], [1.249, -4.415, -4.791], [2.276, -2.392, -4.380], [0.593, -2.190, -4.978], [4.722, 1.246, -3.441], [6.521, 1.791, -2.771], [4.712, 0.576, -5.288], [3.413, 2.828, -3.397], [4.389, 0.443, -2.784]], "forces_ev_per_angstrom": [[-0.30, 1.27, 0.00], [0.42, 1.44, 0.01], [-0.80, -0.62, -0.53], [0.37, -0.81, -0.20], [0.09, -1.01, 2.08], [3.64, -1.23, -0.46], [-0.88, -1.62, -1.00], [-0.25, 0.79, -0.61], [0.54, 1.05, -0.57], [0.41, 0.72, 1.57], [-1.05, -0.43, -0.01], [0.13, 0.15, 0.09], [0.00, 0.27, 0.01], [-0.06, -0.21, 0.03], [0.16, -0.52, -0.07], [0.06, -0.13, 0.27], [-0.01, -0.37, 0.33], [-0.14, 0.29, -0.38], [-0.35, 0.58, -0.31], [-0.83, 0.42, -0.69], [-0.40, 0.28, -0.47], [0.37, 0.49, 0.31], [-0.05, -0.54, -0.06], [0.18, -0.37, 0.05], [0.19, 0.35, -0.08], [-0.84, 0.21, 0.15], [0.43, 0.57, 0.00], [-0.14, 0.45, -0.01], [-0.13, -0.15, -0.20], [-0.54, 0.40, -0.03], [-0.53, -0.33, 0.91], [-1.59, -1.04, 0.46], [0.83, -0.26, 1.27], [2.23, 0.61, 0.53], [0.58, 0.30, -2.38], [-0.16, -0.31, -0.19], [-0.64, 0.59, -0.22], [-0.01, -0.29, 0.20], [-0.63, 0.02, 0.51], [0.80, -1.13, 1.52], [-1.19, 1.57, -4.50], [0.32, 1.31, 3.01], [-0.72, -2.67, -1.36], [1.53, -1.55, 1.34], [-0.55, 1.36, 0.23], [-0.86, 0.87, -0.28], [0.60, 0.24, -0.70], [0.04, 0.36, -0.10], [-0.12, -0.11, 0.60], [-0.02, 0.32, 0.15], [0.21, -0.65, 0.20], [-2.27, 1.29, -2.28], [1.73, -2.45, 1.22], [0.46, 0.69, 0.55], [-2.13, -1.51, -1.00], [0.78, -0.26, -1.01], [-0.44, 1.32, 0.99], [0.76, -0.13, 0.27], [0.54, 0.73, 0.92], [-0.13, 0.14, 0.04], [0.07, 0.39, 0.24], [0.29, -0.23, 0.29], [0.31, -0.22, -0.35], [1.45, 1.02, 0.73], [-0.88, 0.77, -1.65], [-0.28, -1.09, -0.20], [0.54, 0.30, 1.32], [-1.32, 0.20, 0.47], [-0.31, -1.77, 0.64], [0.14, 0.43, -0.56], [0.07, -0.33, -0.17], [0.63, -0.01, -0.35], [-0.22, 0.13, 0.08], [-0.16, -0.35, 0.12], [0.33, 0.65, -0.49], [-0.75, 0.20, -0.29], [0.38, 0.73, -0.56], [0.42, -0.15, -0.78], [1.47, 0.87, -0.61], [-0.14, -0.75, -1.68], [-0.38, -0.16, 1.81], [-0.77, -0.67, 1.01], [0.04, -0.52, 0.10], [-0.14, 0.01, 0.29], [-0.23, 0.17, 0.32], [-0.12, -0.61, 0.24], [-0.05, 0.15, -0.25], [-0.39, -1.46, -0.13], [-0.43, 1.05, -0.16], [0.09, 1.33, 0.47], [0.12, -0.46, 0.01], [0.61, -0.34, -0.22], [-0.50, -0.01, -0.81], [0.25, 0.50, 0.91], [-0.20, -0.69, 0.58], [0.32, 0.25, -0.66], [0.20, 0.03, -0.03], [0.37, 1.06, -0.52], [-1.47, -0.34, -0.59], [0.18, 0.18, 1.06], [0.96, -1.39, 0.37], [-0.15, 0.41, -0.14]], "e_homo_ev": [-13.67, -13.67], "orbital_gap_ev": [7.5226, 4.3883], "multiplicity": 3, "lumo_energy_ev": [-6.15, -9.28], "charge": 2}

=====

{"formula": "C19H40BCa2Cl4CsKN4O14PSi2", "method": "ωB97M-V/def2-TZVPD", "species": ["C", "C", "C", "C", "C", "C", "N", "C", "N", "N", "C", "B", "O", "O", "C", "C", "H", "H", "H", "H", "H", "H", "H", "H", "H", "H", "H", "H", "H", "H", "H", "H", "H", "C", "Si", "C", "C", "N", "Si", "C", "C", "C", "H", "H", "H", "H", "H", "H", "H", "H", "H", "H", "H", "H", "H", "H", "H", "H", "H", "H", "K", "O", "P", "O", "O", "O", "C", "Cl", "Cl", "Cl", "H", "Cs", "Ca", "O", "Cl", "O", "O", "O", "Ca", "C", "O", "O", "O", "H", "C", "O", "H", "H", "H"], "coordinates": [[5.195, 1.561, -1.238], [3.933, 2.376, -1.505], [3.878, 3.788, -1.349], [2.694, 4.446, -1.552], [1.433, 3.676, -1.952], [-0.055, 4.349, -2.181], [-1.032, 3.269, -2.029], [-2.076, 3.657, -1.225], [-1.882, 3.662, 0.085], [-3.312, 3.988, -1.802], [-4.314, 2.900, -1.604], [-3.685, 1.420, -1.598], [-3.684, 0.607, -2.700], [-3.116, 0.856, -0.451], [1.562, 2.327, -2.141], [2.802, 1.681, -1.914], [5.952, 1.610, -2.052], [4.858, 0.531, -1.041], [5.591, 1.921, -0.270], [4.791, 4.315, -1.052], [2.646, 5.588, -1.406], [-0.232, 5.111, -1.391], [-0.064, 4.817, -3.174], [-1.331, 2.846, -2.901], [-2.233, 4.392, 0.701], [-1.417, 2.865, 0.510], [-3.685, 4.845, -1.379], [-5.030, 2.940, -2.449], [-4.938, 3.039, -0.696], [-4.311, 0.950, -3.352], [-3.787, 0.866, 0.246], [0.748, 1.673, -2.462], [2.865, 0.600, -2.056], [1.032, -1.393, -0.483], [-0.113, -2.866, -0.100], [-1.584, -2.669, -1.249], [-0.690, -2.646, 1.693], [0.746, -4.275, -0.330], [0.079, -5.833, -0.092], [-1.362, -6.199, -1.250], [-0.482, -6.128, 1.680], [1.391, -7.139, -0.457], [0.497, -0.450, -0.325], [1.871, -1.411, 0.153], [1.383, -1.411, -1.514], [-1.985, -1.651, -1.194], [-2.394, -3.347, -0.981], [-1.291, -2.858, -2.283], [0.132, -2.816, 2.405], [-1.509, -3.318, 1.939], [-1.061, -1.624, 1.853], [-2.256, -5.630, -0.986], [-1.629, -7.259, -1.193], [-1.097, -5.976, -2.286], [0.307, -5.861, 2.385], [-0.722, -7.181, 1.834], [-1.380, -5.557, 1.924], [2.248, -7.027, 0.210], [1.734, -7.070, -1.491], [0.970, -8.139, -0.304], [1.465, 5.726, -0.148], [0.152, -9.710, 6.047], [0.064, -8.880, 4.772], [1.480, -8.711, 4.223], [-0.480, -7.503, 5.150], [-0.835, -9.556, 3.740], [1.094, 3.264, 4.553], [1.521, 1.586, 4.883], [1.794, 3.760, 3.013], [-0.645, 3.492, 4.465], [1.495, 3.883, 5.346], [-0.833, -10.902, 1.791], [2.601, -1.769, 1.515], [-4.267, 3.975, 5.648], [-4.599, 3.804, 4.277], [-3.837, 4.781, 3.461], [-6.023, 4.067, 4.074], [-4.280, 2.487, 3.850], [-5.418, 6.350, 3.022], [7.679, -0.447, -2.590], [6.943, -1.083, -1.782], [8.295, -1.311, -3.502], [7.917, 0.763, -2.685], [7.895, -2.115, -3.139], [-2.146, 7.655, -2.006], [-1.710, 7.299, -0.772], [-2.545, 8.688, -2.109], [-1.396, 7.622, -2.835], [-2.982, 7.049, -2.439]], "forces_ev_per_angstrom": [[-0.85, 0.57, 0.66], [0.34, -0.71, -0.21], [-0.08, -0.65, -0.11], [-1.19, -0.67, -2.42], [0.58, 2.38, 0.26], [3.62, -0.93, 0.98], [-1.38, 0.16, 0.34], [-0.59, 0.14, -0.42], [0.60, 0.11, 0.26], [0.11, -0.02, 0.33], [-0.89, -0.60, -0.30], [0.10, -0.94, 0.28], [-0.37, 0.75, 0.28], [-0.52, 0.33, -0.49], [0.93, -0.69, 0.16], [-0.27, 0.67, 0.04], [-0.23, -0.24, 0.68], [0.62, 0.18, -0.47], [0.38, -0.11, -0.59], [-0.37, -0.10, -0.17], [2.33, -2.98, -3.01], [-0.72, -0.35, -1.13], [-0.41, -0.12, 0.36], [-0.13, 0.44, -0.07], [-0.68, -0.23, -0.19], [0.53, 0.51, -0.20], [0.33, 0.14, -0.15], [0.36, 0.25, 0.29], [0.49, 0.08, -0.18], [0.43, -0.11, -0.24], [0.45, 0.15, 0.28], [0.01, 0.50, 0.16], [0.05, 0.36, -0.01], [-1.30, 0.65, -0.69], [-0.29, -2.12, -0.53], [-0.03, 0.83, 0.21], [0.11, 1.24, -0.27], [0.12, 0.76, 0.57], [0.91, 0.28, 0.01], [-0.07, -0.09, 0.10], [-0.13, -0.05, -0.26], [-0.28, 0.02, 0.04], [0.22, 0.11, 0.13], [-0.97, 1.37, -3.63], [0.15, -0.22, 0.08], [-0.12, -0.03, -0.09], [0.06, -0.08, 0.01], [0.03, -0.10, 0.04], [-0.14, -0.20, 0.19], [0.17, -0.18, 0.06], [-0.03, -0.04, 0.16], [-0.02, 0.02, -0.05], [0.00, 0.00, -0.02], [-0.02, 0.03, 0.00], [-0.04, -0.03, 0.04], [-0.02, -0.09, 0.17], [0.01, -0.01, 0.08], [0.02, -0.01, -0.03], [0.05, 0.00, 0.02], [0.09, -0.04, -0.02], [-4.07, 2.76, 5.12], [0.41, 0.48, 0.35], [-1.15, -0.55, -1.39], [0.20, 0.12, 0.48], [0.43, 0.03, 0.54], [0.11, 0.95, 1.42], [-0.39, -0.16, 0.01], [-0.03, 0.01, 0.09], [0.47, 0.17, -0.35], [-0.12, -0.05, 0.21], [0.04, 0.01, -0.09], [0.04, -0.91, -1.44], [1.63, -2.05, 3.55], [0.05, 0.44, -0.12], [0.14, -1.95, 1.38], [-0.09, 0.33, -0.25], [0.32, 1.00, -0.58], [0.05, 0.16, -0.49], [-0.26, -0.03, -0.16], [-0.13, 0.03, 0.22], [-0.26, 0.44, 0.24], [-0.19, 0.09, 0.24], [-0.17, -0.16, -0.04], [0.37, -0.31, -0.49], [-0.27, 0.20, -0.94], [0.60, -1.09, 0.43], [0.07, 0.07, 0.37], [0.24, -0.11, 0.15], [-0.06, -0.21, 0.22]], "e_homo_ev": -4.82, "orbital_gap_ev": 1.0763, "lumo_energy_ev": -3.75, "charge": 0}

=====

{"formula": "C4H11NO", "method": "ωB97M-V/def2-TZVPD", "species": ["C", "C", "C", "H", "H", "H", "H", "H", "H", "N", "C", "O", "H", "H", "H", "H", "H"], "coordinates": [[-0.586, -1.463, 1.657], [-1.859, -1.052, 1.029], [-2.598, -0.033, 1.437], [-0.393, -0.896, 2.571], [0.269, -1.158, 1.032], [-0.379, -2.489, 1.917], [-2.160, -1.552, 0.144], [-3.588, 0.143, 1.039], [-2.452, 0.545, 2.347], [1.792, 1.948, -1.596], [1.025, 0.773, -1.058], [1.624, -0.413, -1.320], [1.813, 2.112, -2.608], [2.641, 2.274, -1.117], [0.182, 0.829, -1.752], [0.636, 1.015, -0.067], [2.302, -0.663, -0.669]], "forces_ev_per_angstrom": [[1.53, 1.15, 0.54], [0.15, 0.41, 0.34], [-0.97, 0.00, 0.79], [-0.32, -0.01, 0.12], [-0.08, -0.25, -0.25], [-0.57, -0.56, -0.24], [-0.33, -0.66, -0.66], [0.12, 0.12, -0.60], [0.55, -0.19, -0.06], [1.67, -0.84, 0.22], [-2.64, 1.16, -1.18], [1.29, 0.00, 0.16], [-0.26, 0.07, 0.14], [-0.24, 0.18, 0.04], [-0.33, -0.39, 0.44], [0.63, -0.24, 0.21], [-0.20, 0.04, -0.01]], "e_homo_ev": [-12.58, -12.56], "de_lowest_ev": 3.218, "orbital_gap_ev": [8.6428, 3.2440], "multiplicity": 2, "lumo_energy_ev": [-3.93, -9.31], "charge": 1}